# 1
The following is a quantum chemistry calculation of a 2-piece molecular cluster, C12H17N overall in a non-equilibrium geometry, from the Open Molecules 2025 dataset.

Properties
HOMO energy (spin up / spin down) in eV: -12.99 / -13.66
Multiplicity: 2
E in Ha: -521.8935
Gap between HOMO and LUMO (spin up / spin down) in hartree: 0.3392 / 0.2450
Energy above the lowest of the compared OMol25 structures with the same formula, charge and spin in kJ/mol: 129.14
Net charge: +1

Element x y z (Å)
C -2.945 0.663 -2.011
C -0.495 1.083 -1.094
C -1.589 0.320 -1.545
C 0.612 0.202 -1.046
C -1.121 -0.993 -1.771
C -0.319 2.400 -0.656
C 0.878 2.925 -0.247
C 1.993 2.099 -0.443
C 1.846 0.736 -0.746
N 0.212 -1.039 -1.609
H -1.212 3.039 -0.784
H 1.031 3.973 -0.049
H 2.992 2.488 -0.516
H -3.062 1.110 -2.999
H -3.575 1.278 -1.369
H -1.779 -1.828 -1.958
H 0.719 -1.888 -1.396
H 2.809 0.228 -0.727
H -3.685 -0.135 -2.129
C 0.334 -1.039 2.449
C 1.840 -1.406 2.432
C -0.513 -2.040 1.606
H 0.275 -0.137 1.879
H 0.032 -0.940 3.484
H 2.389 -1.030 1.565
H 2.363 -0.746 3.191
H -1.193 -1.567 0.819
H 1.976 -2.480 2.483
H -1.028 -2.769 2.237
H 0.216 -2.509 0.948



# 2
The following is a quantum chemistry calculation of C46H36Cl5CrN2OP2S as an isolated structure in a non-equilibrium geometry, from the Open Molecules 2025 dataset.

Properties
HOMO energy (spin up / spin down) in eV: -13.49 / -13.55
Multiplicity: 2
E in Ha: -6385.1433
Gap between HOMO and LUMO (spin up / spin down) in hartree: 0.2409 / 0.2616
Energy above the lowest of the compared OMol25 structures with the same formula, charge and spin in kJ/mol: 44.48
Net charge: +2

Element x y z (Å)
Cr -0.582 -0.495 -0.039
Cl -1.520 0.355 2.019
C -2.726 -0.769 1.473
C -2.293 -1.435 0.335
C -3.106 -2.479 -0.109
Cl -2.587 -3.452 -1.424
C -4.314 -2.766 0.530
Cl -5.288 -4.062 -0.016
C -4.733 -1.998 1.628
Cl -6.233 -2.318 2.375
C -3.913 -0.984 2.133
Cl -4.340 -0.077 3.518
C 4.674 1.877 -1.129
C 3.847 2.155 0.145
C 4.612 3.128 1.055
C 2.522 2.764 -0.279
C 2.455 4.088 -0.706
C 1.268 4.675 -1.106
C 0.111 3.922 -1.137
C 0.151 2.574 -0.790
P -1.347 1.547 -0.955
C -2.614 2.587 -0.171
C -3.897 2.692 -0.702
C -4.851 3.456 -0.044
C -4.537 4.104 1.140
C -3.256 4.008 1.669
C -2.297 3.254 1.016
C -1.811 1.534 -2.712
C -1.375 2.446 -3.670
C -1.837 2.347 -4.974
C -2.739 1.353 -5.329
C -3.163 0.432 -4.381
C -2.692 0.513 -3.081
C 1.350 2.017 -0.325
O 1.308 0.676 0.087
C 2.406 0.162 0.810
C 2.231 -1.071 1.439
C 3.299 -1.653 2.113
C 4.520 -1.010 2.157
C 4.669 0.216 1.535
C 3.618 0.836 0.862
P 0.674 -2.000 1.279
C 0.018 -2.207 2.953
C 0.541 -1.540 4.057
C -0.086 -1.647 5.289
C -1.236 -2.413 5.423
C -1.751 -3.094 4.328
C -1.135 -2.985 3.093
C 1.243 -3.638 0.743
C 1.944 -3.692 -0.464
C 2.394 -4.905 -0.953
C 2.150 -6.072 -0.240
C 1.479 -6.017 0.972
C 1.017 -4.806 1.466
H 4.834 2.805 -1.680
H 4.161 1.165 -1.779
H 5.647 1.463 -0.865
H 4.818 4.062 0.537
H 5.574 2.717 1.349
H 4.037 3.349 1.955
H 3.358 4.682 -0.716
H 1.248 5.716 -1.400
H -0.839 4.366 -1.406
H -4.150 2.200 -1.632
H -5.845 3.552 -0.461
H -5.288 4.692 1.650
H -2.999 4.525 2.584
H -1.292 3.206 1.416
H -0.683 3.235 -3.411
H -1.496 3.059 -5.715
H -3.115 1.301 -6.342
H -3.859 -0.350 -4.657
H -3.005 -0.217 -2.342
H 3.161 -2.617 2.589
H 5.361 -1.466 2.660
H 5.639 0.691 1.564
H 1.441 -0.945 3.962
H 0.326 -1.140 6.151
H -1.730 -2.475 6.384
H -2.635 -3.709 4.439
H -1.546 -3.499 2.230
H 2.141 -2.780 -1.011
H 2.932 -4.945 -1.890
H 2.493 -7.023 -0.625
H 1.315 -6.923 1.540
H 0.498 -4.776 2.414
N 0.671 -1.266 -4.637
C 0.733 -0.667 -3.455
N 1.394 0.480 -3.347
S 0.003 -1.488 -2.144
H 1.108 -0.901 -5.468
H 0.184 -2.145 -4.709
H 1.767 0.941 -4.162
H 1.396 0.989 -2.480



# 3
The following is a quantum chemistry calculation of C5H18IN6O4 as an isolated structure in a non-equilibrium geometry, from the Open Molecules 2025 dataset.

Properties
HOMO energy in eV: -5.92
E in Ha: -1128.4470
Gap between HOMO and LUMO in hartree: 0.3225
Energy above the lowest of the compared OMol25 structures with the same formula, charge and spin in kJ/mol: 839.19
Net charge: -1

Element x y z (Å)
I -0.134 0.822 -0.238
C -3.607 -2.190 0.279
C -2.380 -1.271 0.343
O -2.664 0.017 -0.028
H -3.331 -3.174 0.658
H -4.079 -2.246 -0.702
H -4.373 -1.752 0.919
H -1.610 -1.613 -0.349
H -2.128 -1.140 1.395
H -1.821 0.467 -0.118
C 1.542 -0.963 -2.943
O 2.230 -1.522 -3.723
N 1.017 0.261 -2.992
N 1.128 -1.537 -1.894
H 1.275 0.975 -3.658
H 0.342 0.407 -2.255
H 1.390 -2.505 -1.781
H 0.568 -1.090 -1.182
C 1.617 3.840 0.804
O 2.313 4.748 1.177
N 0.453 3.874 0.338
N 2.069 2.669 0.538
H 0.016 2.965 0.370
H -0.109 4.707 0.438
H 1.364 1.969 0.359
H 3.021 2.358 0.669
C 0.990 -1.560 2.071
O 1.403 -2.221 2.979
N -0.274 -1.307 1.731
N 1.606 -0.752 1.298
H -0.948 -1.810 2.290
H -0.584 -0.527 1.168
H 1.088 -0.193 0.636
H 2.610 -0.707 1.402